Below is the molecule C6H8OS, with properties calculated with ωB97M-V/def2-TZVPD.

```
16
C6H8OS (ωB97M-V/def2-TZVPD)
C 3.894 -0.749 0.096
C 2.634 0.004 0.403
C 1.469 -0.043 -0.430
C 0.154 0.216 0.208
C -1.024 -0.279 -0.161
C -2.298 0.004 0.524
H 4.697 -0.059 0.384
H 4.037 -0.973 -0.968
H 4.050 -1.666 0.722
H 2.540 0.294 1.454
H 1.415 -0.608 -1.359
H 0.200 0.845 1.096
H -1.041 -1.059 -0.957
H -2.112 0.474 1.502
O 2.254 1.168 -0.436
S -3.800 -0.094 -0.139
```

Results
* energy above the lowest of the compared OMol25 structures with the same formula, charge and spin: 228.76 kJ/mol
* spin multiplicity: 1
* HOMO-LUMO gap: 0.296 hartree
* lowest unoccupied orbital energy: -0.78 eV
* energy: -19231.8929 eV
* SMILES string: C[C@H]1O[C@@H]1/C=C/C=S
* net charge: 0
* maximum force: 2.143 eV Å⁻¹

Below is C6H8S2 as an isolated structure, with properties calculated with ωB97M-V/def2-TZVPD.

```
16
C6H8S2 (ωB97M-V/def2-TZVPD)
C 1.678 -0.707 0.519
C 0.332 -0.268 0.091
C -0.627 -1.408 -0.128
C -1.202 0.988 -0.189
C -0.358 0.873 0.977
C -0.003 0.661 -1.017
H 1.890 -1.322 1.383
H -0.292 -2.121 0.720
H -0.283 -2.023 -1.037
H -1.835 1.958 -0.366
H -0.806 0.636 1.872
H 0.399 1.684 1.048
H 0.574 1.619 -1.223
H -0.107 0.138 -1.907
S 2.909 -0.140 -0.423
S -2.269 -0.567 -0.319
```

Results
* energy above the lowest of the compared OMol25 structures with the same formula, charge and spin: 261.96 kJ/mol
* spin multiplicity: 1
* HOMO-LUMO gap: 0.302 hartree
* lowest unoccupied orbital energy: -0.48 eV
* energy: -28019.3273 eV
* net charge: 0
* maximum force: 5.247 eV Å⁻¹

Below is the molecule C6H8S2, with properties calculated with ωB97M-V/def2-TZVPD.

```
16
C6H8S2 (ωB97M-V/def2-TZVPD)
C 0.876 -1.124 -1.957
C -0.379 -1.059 0.483
C -0.825 -1.841 1.623
C -0.014 0.260 0.716
C -0.515 1.394 0.029
C 0.151 2.662 0.444
H 1.639 -1.583 -1.389
H 1.090 0.041 -1.916
H 0.849 -1.370 -3.107
H -1.420 -2.753 1.497
H -0.854 -1.115 2.649
H 0.103 0.370 1.852
H -1.140 1.382 -0.980
H 0.043 3.461 -0.404
S -0.617 -1.763 -1.288
S 1.014 3.040 1.750
```

Results
* energy above the lowest of the compared OMol25 structures with the same formula, charge and spin: 420.45 kJ/mol
* spin multiplicity: 1
* HOMO-LUMO gap: 0.261 hartree
* lowest unoccupied orbital energy: -1.30 eV
* energy: -28017.6847 eV
* SMILES string: C=C(/C=C/C=S)SC
* net charge: 0
* maximum force: 6.353 eV Å⁻¹

Below is the molecule C6H8S2, with properties calculated with ωB97M-V/def2-TZVPD.

```
16
C6H8S2 (ωB97M-V/def2-TZVPD)
C 1.424 0.184 0.352
C 0.144 -0.510 1.141
C -1.090 0.299 1.224
C -1.606 0.587 0.016
C -0.775 -0.088 -1.030
C 0.485 -0.704 -0.350
H 0.456 2.251 0.677
H 2.371 -0.294 0.642
H 0.376 -1.269 1.986
H -1.666 0.550 2.091
H -2.506 1.197 -0.030
H -1.351 -0.943 -1.456
H -0.649 0.582 -1.925
H 1.649 -1.562 -2.191
S 1.585 1.955 0.048
S 1.151 -2.232 -1.194
```

Results
* energy above the lowest of the compared OMol25 structures with the same formula, charge and spin: 188.51 kJ/mol
* spin multiplicity: 1
* HOMO-LUMO gap: 0.344 hartree
* lowest unoccupied orbital energy: 0.80 eV
* energy: -28020.0886 eV
* SMILES string: S[C@H]1[C@H]2C=CC[C@]21S
* net charge: 0
* maximum force: 2.552 eV Å⁻¹

Below is a 2-piece molecular cluster, C6H8Si overall, with properties calculated with ωB97M-V/def2-TZVPD.

```
15
C6H8Si (ωB97M-V/def2-TZVPD)
C 1.951 0.580 -0.396
C 1.135 1.550 -0.111
C -2.878 0.177 0.792
C -2.736 1.004 -0.092
C 1.477 0.676 1.076
C -0.023 -1.665 -0.125
Si 0.043 -0.602 1.551
H 2.655 0.079 -0.899
H 0.633 2.426 -0.320
H -3.049 -0.601 1.467
H -2.628 1.737 -0.829
H 2.247 0.820 1.824
H -0.820 -1.492 -0.905
H 0.972 -1.968 -0.595
H -0.309 -2.759 0.163
```

Results
* energy above the lowest of the compared OMol25 structures with the same formula, charge and spin: 571.71 kJ/mol
* spin multiplicity: 1
* HOMO-LUMO gap: 0.272 hartree
* lowest unoccupied orbital energy: 0.03 eV
* energy: -14221.7238 eV
* net charge: 0
* maximum force: 4.899 eV Å⁻¹

Below is C6H9B3F12N3Ni as an isolated structure, with properties calculated with ωB97M-V/def2-TZVPD.

```
34
C6H9B3F12N3Ni (ωB97M-V/def2-TZVPD)
Ni 5.944 -8.030 -23.812
B 9.403 -8.366 -23.584
F 10.008 -9.309 -22.742
F 9.493 -7.091 -22.991
F 9.991 -8.363 -24.853
F 8.020 -8.744 -23.726
B 6.961 -6.114 -26.286
F 7.785 -6.381 -27.371
F 6.699 -7.368 -25.584
F 7.525 -5.204 -25.395
F 5.699 -5.635 -26.735
B 5.059 -9.412 -21.511
F 4.883 -9.134 -20.163
F 4.533 -10.665 -21.841
F 4.435 -8.408 -22.326
F 6.427 -9.323 -21.874
C 8.176 -5.566 -20.770
C 7.318 -6.042 -21.827
N 6.665 -6.444 -22.670
H 8.149 -6.277 -19.943
H 7.760 -4.637 -20.371
H 9.193 -5.399 -21.105
C 2.958 -5.795 -26.522
C 3.641 -6.521 -25.469
N 4.246 -7.114 -24.706
H 1.932 -5.589 -26.241
H 3.022 -6.419 -27.417
H 3.547 -4.910 -26.758
C 5.038 -12.328 -24.394
C 5.324 -10.932 -24.633
N 5.546 -9.827 -24.817
H 5.944 -12.927 -24.432
H 4.296 -12.677 -25.111
H 4.623 -12.425 -23.389
```

Results
* energy above the lowest of the compared OMol25 structures with the same formula, charge and spin: 0.00 kJ/mol
* <S²>: 2.00
* spin multiplicity: 3
* HOMO-LUMO gap (spin up / spin down): 0.400 / 0.400 hartree
* lowest unoccupied orbital energy (spin up / spin down): 2.61 / 2.61 eV
* energy: -86542.8715 eV
* net charge: -1
* maximum force: 1.047 eV Å⁻¹

Below is the molecule C6H9Br, with properties calculated with ωB97M-V/def2-TZVPD.

```
16
C6H9Br (ωB97M-V/def2-TZVPD)
C -0.563 -0.038 -1.173
C -0.703 0.706 -0.058
C 0.484 0.386 0.815
C 1.231 -0.591 -0.203
C -1.904 1.691 0.144
C 1.190 -2.063 0.054
Br 2.692 0.233 -1.217
H -0.855 -0.342 -2.123
H 0.917 1.445 0.996
H 0.296 -0.100 1.734
H -1.835 2.017 1.186
H -2.910 1.298 -0.025
H -1.910 2.608 -0.464
H 1.709 -2.563 -0.842
H 0.283 -2.448 0.247
H 1.879 -2.240 0.929
```

Results
* energy above the lowest of the compared OMol25 structures with the same formula, charge and spin: 329.01 kJ/mol
* spin multiplicity: 1
* HOMO-LUMO gap: 0.331 hartree
* lowest unoccupied orbital energy: 0.89 eV
* energy: -76406.2933 eV
* net charge: 0
* maximum force: 6.370 eV Å⁻¹

Below is a 2-piece molecular cluster, C6H9Br overall, with properties calculated with ωB97M-V/def2-TZVPD.

```
16
C6H9Br (ωB97M-V/def2-TZVPD)
C -2.317 -2.202 0.045
C -1.798 -1.010 -0.078
C 0.747 1.751 0.469
C 1.991 1.352 -0.249
C 0.714 0.548 -0.433
C 0.573 -0.790 0.126
Br -2.602 0.650 -0.242
H -3.384 -2.400 0.025
H -1.686 -3.068 0.161
H 0.707 1.568 1.532
H 0.227 2.643 0.160
H 2.315 1.946 -1.092
H 2.801 0.906 0.307
H 0.245 0.676 -1.403
H 0.705 -0.935 1.184
H 0.762 -1.634 -0.513
```

Results
* energy above the lowest of the compared OMol25 structures with the same formula, charge and spin: 355.90 kJ/mol
* spin multiplicity: 1
* HOMO-LUMO gap: 0.317 hartree
* lowest unoccupied orbital energy: 0.33 eV
* energy: -76406.0146 eV
* net charge: 0
* maximum force: 3.906 eV Å⁻¹

Below is a 2-piece molecular cluster, C6H9Br overall, with properties calculated with ωB97M-V/def2-TZVPD.

```
16
C6H9Br (ωB97M-V/def2-TZVPD)
C -2.474 -0.502 -0.284
C -1.408 -0.527 0.436
C -1.871 -1.837 -0.221
C 1.274 1.326 1.094
C 1.404 0.603 -1.337
C 1.816 0.556 -0.095
Br 3.657 -0.180 0.146
H -3.459 -0.086 -0.513
H -2.358 -2.555 0.504
H -1.353 -2.300 -1.054
H 2.018 1.912 1.647
H 0.666 2.138 0.589
H 0.541 0.676 1.673
H -0.667 -0.214 1.087
H 0.358 0.991 -1.596
H 1.854 -0.003 -2.076
```

Results
* energy above the lowest of the compared OMol25 structures with the same formula, charge and spin: 351.18 kJ/mol
* spin multiplicity: 1
* HOMO-LUMO gap: 0.375 hartree
* lowest unoccupied orbital energy: 0.76 eV
* energy: -76406.0636 eV
* SMILES string: C=C(C)Br.C1=CC1
* net charge: 0
* maximum force: 2.865 eV Å⁻¹

Below is a 2-piece molecular cluster, C6H9BrN2S overall, with properties calculated with ωB97M-V/def2-TZVPD.

```
19
C6H9BrN2S (ωB97M-V/def2-TZVPD)
C 2.191 -2.778 -0.056
C -0.456 -0.090 -1.699
C -1.227 -1.139 -1.468
C 0.567 0.768 0.317
C -2.354 1.225 1.133
C 1.795 1.362 0.977
N 1.145 -2.853 0.387
N 0.487 0.431 -0.895
S -0.715 0.719 1.628
Br 3.267 0.381 0.145
H 2.982 -2.712 -0.794
H -0.404 0.414 -2.705
H -2.062 -1.561 -2.211
H -1.189 -1.768 -0.558
H -2.878 0.372 0.696
H -2.320 2.036 0.444
H -2.820 1.631 1.952
H 1.922 1.208 2.057
H 2.070 2.354 0.649
```

Results
* energy above the lowest of the compared OMol25 structures with the same formula, charge and spin: 111.34 kJ/mol
* spin multiplicity: 1
* HOMO-LUMO gap: 0.326 hartree
* lowest unoccupied orbital energy: 0.32 eV
* energy: -90222.7738 eV
* SMILES string: C=C/N=C(/CBr)SC.C#N
* net charge: 0
* maximum force: 3.560 eV Å⁻¹